Formula: C24H44BBrClN3O6PS3
Source: the OMol25 dataset
Level of theory: ωB97M-V with the def2-TZVPD basis set

Positions of all 84 atoms, in Å:
C  -1.222  0.551  5.170
C  -0.598  1.372  3.991
C  0.328  0.399  3.172
N  0.418  0.811  1.760
C  -0.455  0.151  0.781
C  -1.809  -0.447  1.286
C  -3.118  -0.046  0.525
C  -4.245  -1.122  0.683
Cl  -4.157  -2.464  -0.505
C  -0.592  1.361  -0.258
C  -1.144  2.644  0.412
C  -1.732  3.720  -0.587
C  -0.864  5.049  -0.645
C  -1.667  6.309  -0.266
O  -1.809  6.655  0.847
O  -2.187  7.064  -1.316
C  -3.328  6.295  -1.832
C  -4.116  7.257  -2.748
N  0.790  1.384  -0.950
S  1.702  2.841  -0.557
Br  0.270  1.861  -2.750
C  1.500  -0.012  -1.082
C  2.919  -0.202  -0.538
B  4.147  0.525  -1.269
O  5.073  1.192  -0.476
O  4.377  0.553  -2.651
N  1.432  -0.188  -2.551
C  1.893  -1.232  -2.960
S  2.515  -2.550  -3.527
C  0.424  -0.853  -0.214
C  0.990  -1.813  0.905
C  1.578  -3.186  0.289
C  2.354  -4.116  1.344
O  0.989  -4.387  0.775
P  -0.675  -2.034  -1.211
S  -1.690  -1.122  -2.632
H  -0.409  0.311  5.879
H  -1.724  -0.360  4.781
H  -2.003  1.133  5.693
H  -0.074  2.282  4.322
H  -1.442  1.606  3.306
H  1.340  0.494  3.626
H  0.025  -0.661  3.284
H  1.394  0.825  1.493
H  -2.019  -0.161  2.336
H  -1.787  -1.558  1.322
H  -3.016  0.260  -0.526
H  -3.539  0.841  1.055
H  -4.338  -1.456  1.733
H  -5.187  -0.580  0.467
H  -1.268  1.219  -1.112
H  -2.035  2.314  0.989
H  -0.495  3.101  1.177
H  -1.951  3.301  -1.583
H  -2.713  4.042  -0.178
H  -0.437  5.122  -1.666
H  -0.068  4.931  0.108
H  -2.942  5.414  -2.389
H  -3.903  5.991  -0.929
H  -5.038  6.736  -3.068
H  -4.342  8.190  -2.200
H  -3.462  7.505  -3.605
H  2.622  2.424  0.370
H  3.155  -1.290  -0.624
H  3.040  0.006  0.547
H  5.945  1.032  -0.879
H  3.691  1.125  -3.036
H  1.788  -1.396  1.539
H  0.208  -2.229  1.566
H  1.975  -3.156  -0.754
H  3.178  -4.436  0.702
H  2.381  -3.328  2.105
H  -1.470  -2.840  -0.363
H  0.131  -2.934  -1.964
C  1.428  -7.203  -1.284
C  2.894  -7.282  -0.938
O  3.360  -6.648  -0.015
C  3.756  -8.182  -1.786
H  0.931  -6.522  -0.595
H  1.306  -6.826  -2.302
H  0.971  -8.190  -1.195
H  3.735  -7.848  -2.825
H  3.399  -9.211  -1.718
H  4.783  -8.143  -1.426

Output
Total energy   -6151.1262 Ha
Charge   +1
Gap between HOMO and LUMO   6.447 eV

---

Formula: C48H100BBrClN9O12
Source: the OMol25 dataset
Level of theory: ωB97M-V with the def2-TZVPD basis set

Positions of all 172 atoms, in Å:
C  6.730  -4.183  3.499
C  7.210  -4.358  2.060
C  8.359  -3.411  1.660
C  7.896  -2.190  0.836
C  7.577  -0.984  1.730
C  6.622  0.081  1.145
C  6.478  0.103  -0.374
C  5.479  1.212  -0.820
C  4.285  0.661  -1.616
C  2.994  0.617  -0.787
C  2.010  -0.443  -1.289
C  0.539  -0.099  -1.020
C  0.092  -0.553  0.393
C  -0.960  -1.654  0.363
C  -2.295  -1.256  -0.278
O  -2.789  -2.386  -0.994
C  -3.329  -2.064  -2.270
B  -4.343  -3.176  -2.763
O  -4.867  -3.002  -4.020
N  -4.678  -4.340  -1.927
C  -4.566  -5.578  -2.697
C  -6.046  -4.198  -1.397
C  -3.364  -0.732  0.720
C  -4.265  -1.926  1.163
C  -3.563  -3.047  1.872
O  -3.264  -4.071  1.365
Cl  -3.140  -2.826  3.602
N  -4.281  0.210  0.109
C  -3.861  1.234  -0.531
C  -4.785  1.821  -1.566
C  -2.552  1.955  -0.319
O  -2.655  -0.242  1.868
C  -3.386  0.631  2.687
C  -2.813  0.612  4.106
C  -3.351  1.826  4.802
O  -4.481  1.997  5.104
Br  -2.050  3.248  5.205
H  6.380  -3.167  3.686
H  5.891  -4.848  3.678
H  7.527  -4.421  4.201
H  7.541  -5.393  1.962
H  6.369  -4.237  1.377
H  9.049  -3.980  1.035
H  8.883  -3.081  2.558
H  8.703  -1.922  0.153
H  7.035  -2.496  0.247
H  8.514  -0.518  2.036
H  7.131  -1.385  2.641
H  6.999  1.062  1.436
H  5.627  -0.011  1.584
H  6.135  -0.852  -0.764
H  7.446  0.324  -0.827
H  6.031  1.933  -1.421
H  5.129  1.725  0.077
H  4.498  -0.341  -1.992
H  4.102  1.303  -2.480
H  3.241  0.448  0.264
H  2.517  1.598  -0.852
H  2.154  -0.512  -2.371
H  2.267  -1.424  -0.886
H  0.426  0.977  -1.143
H  -0.061  -0.632  -1.760
H  -0.187  0.284  1.032
H  0.976  -0.989  0.865
H  -1.080  -2.084  1.356
H  -0.565  -2.450  -0.271
H  -2.061  -0.509  -1.039
H  -2.513  -2.028  -3.010
H  -3.800  -1.077  -2.266
H  -5.684  -3.503  -4.124
H  -4.655  -6.447  -2.044
H  -5.335  -5.689  -3.476
H  -3.600  -5.655  -3.196
H  -6.758  -4.844  -1.918
H  -6.422  -3.175  -1.492
H  -6.094  -4.456  -0.337
H  -4.810  -2.323  0.317
H  -5.016  -1.510  1.840
H  -4.390  2.749  -1.970
H  -5.714  2.090  -1.058
H  -5.013  1.092  -2.338
H  -1.736  1.245  -0.209
H  -2.347  2.602  -1.166
H  -2.610  2.555  0.588
H  -4.454  0.412  2.738
H  -3.310  1.665  2.331
H  -3.154  -0.247  4.674
H  -1.730  0.684  4.070
C  4.779  -7.982  7.583
N  5.371  -8.084  6.266
C  5.443  -9.381  5.615
C  5.862  -7.012  5.613
O  6.365  -7.046  4.510
H  5.331  -8.597  8.297
H  3.740  -8.317  7.561
H  4.806  -6.948  7.920
H  6.481  -9.638  5.401
H  4.900  -9.359  4.670
H  5.009  -10.136  6.266
H  5.762  -6.072  6.185
C  -4.546  0.432  -5.722
N  -3.371  1.270  -5.586
C  -3.001  2.161  -6.673
C  -2.605  1.252  -4.485
O  -1.607  1.929  -4.314
H  -4.440  -0.234  -6.579
H  -5.436  1.049  -5.864
H  -4.678  -0.175  -4.827
H  -2.001  1.914  -7.029
H  -2.994  3.193  -6.319
H  -3.708  2.060  -7.491
H  -2.966  0.545  -3.718
C  -7.502  7.355  -1.335
N  -6.822  6.112  -1.643
C  -7.081  4.939  -0.826
C  -5.954  6.003  -2.666
O  -5.362  4.983  -2.961
H  -7.253  7.683  -0.324
H  -8.583  7.223  -1.405
H  -7.197  8.126  -2.039
H  -6.155  4.590  -0.366
H  -7.478  4.131  -1.441
H  -7.798  5.190  -0.049
H  -5.822  6.944  -3.226
C  2.481  5.438  2.338
N  3.364  4.310  2.125
C  3.032  3.023  2.715
C  4.491  4.406  1.395
O  5.255  3.482  1.192
H  2.395  5.657  3.404
H  1.486  5.220  1.943
H  2.875  6.316  1.831
H  3.827  2.700  3.388
H  2.922  2.268  1.935
H  2.100  3.110  3.269
H  4.660  5.415  0.983
C  1.313  2.625  -9.884
N  -0.127  2.786  -9.909
C  -0.708  4.052  -9.495
C  -0.953  1.799  -10.302
O  -2.165  1.886  -10.335
H  1.693  2.766  -8.871
H  1.787  3.355  -10.543
H  1.578  1.625  -10.221
H  -1.378  3.901  -8.648
H  -1.287  4.485  -10.311
H  0.086  4.737  -9.209
H  -0.420  0.878  -10.594
C  -0.550  -5.287  -0.920
N  0.882  -5.185  -0.713
C  1.581  -6.243  -0.005
C  1.591  -4.130  -1.155
O  2.789  -3.987  -1.005
H  -1.068  -5.342  0.039
H  -0.787  -6.179  -1.505
H  -0.911  -4.409  -1.454
H  2.068  -5.844  0.885
H  2.351  -6.678  -0.643
H  0.870  -7.013  0.284
H  0.969  -3.381  -1.678
C  -2.638  7.761  7.615
N  -1.215  7.563  7.426
C  -0.735  6.274  6.955
C  -0.314  8.534  7.670
O  0.885  8.413  7.523
H  -3.025  7.055  8.352
H  -3.171  7.612  6.674
H  -2.825  8.773  7.968
H  -0.051  5.842  7.686
H  -0.194  6.400  6.016
H  -1.578  5.606  6.804
H  -0.775  9.473  8.023

Output
Total energy   -6343.6960 Ha
Charge   0
SMILES   CCCCCCCCCCCCCC[C@@H](OCB(O)N(C)C)[C@](CC(=O)Cl)(N=C(C)C)OCCC(=O)Br.CN(C)C=O.CN(C)C=O.CN(C)C=O.CN(C)C=O.CN(C)C=O.CN(C)C=O.CN(C)C=O
Gap between HOMO and LUMO   9.175 eV

---

Formula: C6H6O2Sn
Source: the OMol25 dataset
Level of theory: ωB97M-V with the def2-TZVPD basis set

Positions of all 15 atoms, in Å:
Sn  25.286  -30.334  9.203
C  19.396  -34.571  3.296
C  19.892  -33.692  4.238
C  20.644  -32.554  3.839
C  20.867  -32.272  2.491
C  20.592  -33.239  1.547
C  19.916  -34.362  1.960
O  19.775  -35.384  1.038
O  21.054  -31.616  4.774
H  18.993  -35.543  3.542
H  19.785  -33.933  5.285
H  21.447  -31.398  2.236
H  21.021  -33.248  0.556
H  20.217  -35.110  0.231
H  20.401  -31.614  5.478

Output
ΔE to the lowest compared entry with this formula, charge and spin   26.81 kcal/mol
Total energy   -596.1931 Ha
Charge   +2
Gap between HOMO and LUMO   1.763 eV

---

- Which of these has the highest charge?
  C6H6O2Sn